--- A ---
A 2-piece molecular cluster, C4H7IN2S overall. Source: the OMol25 dataset; level of theory: the ωB97M-V functional and the def2-TZVPD basis.

The total charge is 0. The calculation puts the highest occupied orbital energy at -8.694 eV. Its LUMO energy is 0.36 eV. Its SMILES is C/N=C/CN=C=S.I. Its HOMO-LUMO gap is 9.053 eV.

Each line ends with the Löwdin charge.
Positions of all 15 atoms, in Å:
1 I 1.684 1.547 2.713  0.474
2 S 0.344 1.107 -3.374  0.733
3 N 1.607 -0.439 -1.561  0.041
4 N -0.739 -0.032 -0.346  -0.029
5 C 0.974 0.337 -2.229  -0.870
6 C -1.989 0.294 0.213  -0.124
7 C 1.334 -1.078 -0.311  -0.210
8 C -0.001 -0.807 0.304  -0.199
9 H -0.251 -1.534 1.110  0.141
10 H 1.776 -2.046 -0.390  0.110
11 H -2.149 -0.114 1.122  0.028
12 H 0.127 1.804 2.542  -0.362
13 H -1.910 1.492 0.257  0.137
14 H -2.779 0.051 -0.465  0.074
15 H 1.972 -0.581 0.417  0.054

---

--- B ---
One molecule with the formula C4H7IN2S. Source: the OMol25 dataset; level of theory: the ωB97M-V functional and the def2-TZVPD basis.

The total charge is 0. The calculation puts the highest occupied orbital energy at -8.144 eV. Its LUMO energy is 0.30 eV. Its HOMO-LUMO gap is 8.446 eV.

Each line ends with the Löwdin charge.
Positions of all 15 atoms, in Å:
1 I 1.126 3.503 0.172  0.744
2 S 1.976 0.461 2.025  0.680
3 N 0.169 -0.584 0.297  -0.207
4 N -0.166 1.948 0.251  -0.572
5 C 0.815 0.324 0.968  -0.790
6 C 0.293 -1.987 0.637  -0.038
7 C -0.532 1.324 -0.988  -0.403
8 C -0.840 -0.141 -0.650  -0.148
9 H -0.404 -2.568 0.038  0.090
10 H 0.248 1.371 -1.763  0.090
11 H 1.314 -2.330 0.446  0.096
12 H 0.076 -2.133 1.697  0.094
13 H -1.438 1.799 -1.383  0.110
14 H -0.809 -0.761 -1.554  0.127
15 H -1.830 -0.227 -0.192  0.127

---

What is the stability order? It is A, B, from most stable to least stable.

---

--- A ---
A 2-piece molecular cluster, C4H6NO3 overall. Source: the OMol25 dataset; level of theory: the ωB97M-V functional and the def2-TZVPD basis.

The total charge is -1. The calculation puts the highest occupied orbital energy at -4.203 eV. Its LUMO energy is 1.62 eV. Its HOMO-LUMO gap is 5.821 eV.

Each line ends with the Löwdin charge.
Positions of all 14 atoms, in Å:
1 O -0.160 0.715 2.205  0.054
2 O -0.214 1.490 -1.826  -0.191
3 O -2.411 2.129 -1.780  -0.124
4 N 0.581 -1.859 1.634  0.082
5 C 0.625 -0.172 1.844  -0.308
6 C 0.706 -0.894 -0.697  -0.065
7 C -1.370 1.669 -1.294  -0.654
8 C -0.001 -1.095 0.601  -0.366
9 H 1.150 -1.859 -1.074  0.103
10 H -1.144 -0.970 0.601  0.154
11 H 1.726 0.047 1.803  0.134
12 H -1.347 1.585 -0.138  0.093
13 H 0.268 -0.417 -1.502  0.013
14 H 1.589 -0.369 -0.378  0.074

---

--- B ---
An isolated ion of composition C4H6NO3 and charge -1. Source: the OMol25 dataset; level of theory: the ωB97M-V functional and the def2-TZVPD basis.

The total charge is -1. The calculation puts the highest occupied orbital energy at -4.384 eV. Its LUMO energy is 3.84 eV. Its SMILES is N[C@H](C=O)CC(=O)[O-]. Its HOMO-LUMO gap is 8.228 eV.

Each line ends with the Löwdin charge.
Positions of all 14 atoms, in Å:
1 O 1.201 1.116 2.125  0.001
2 O -0.448 -1.729 -2.192  -0.069
3 O 1.339 -0.620 -1.385  -0.098
4 N -1.491 1.203 1.399  0.025
5 C 0.114 -0.860 -1.511  -0.742
6 C 0.860 0.390 1.212  -0.208
7 C -0.825 0.056 -0.665  -0.104
8 C -0.596 0.191 0.832  -0.382
9 H -1.282 1.343 2.379  0.054
10 H -0.841 -0.748 1.363  0.151
11 H -0.730 1.074 -1.071  0.111
12 H 1.580 -0.169 0.616  0.100
13 H -1.846 -0.252 -0.874  0.099
14 H -1.262 2.077 0.939  0.063

---

--- C ---
An isolated ion of composition C4H6NO3 and charge -1. Source: the OMol25 dataset; level of theory: the ωB97M-V functional and the def2-TZVPD basis.

The total charge is -1. The calculation puts the highest occupied orbital energy at -3.925 eV. Its LUMO energy is 3.84 eV. Its SMILES is O=CCCNC(=O)[O-]. Its HOMO-LUMO gap is 7.765 eV.

Each line ends with the Löwdin charge.
Positions of all 14 atoms, in Å:
1 O 0.892 -1.596 -1.530  -0.061
2 O -1.361 -1.807 -1.728  -0.054
3 O 1.538 2.469 -0.557  0.004
4 N -0.441 -1.439 0.357  -0.025
5 C -0.282 -1.637 -1.171  -0.802
6 C 0.691 1.595 -0.518  -0.254
7 C -0.798 -0.093 0.700  -0.273
8 C 0.365 0.925 0.785  -0.154
9 H 0.151 1.231 -1.393  0.121
10 H 1.295 0.424 1.065  0.116
11 H -1.259 -0.152 1.699  0.092
12 H 0.440 -1.784 0.707  0.077
13 H -1.539 0.231 -0.031  0.109
14 H 0.307 1.634 1.616  0.106

---

--- D ---
An isolated ion of composition C4H6NO3 and charge -1. Source: the OMol25 dataset; level of theory: the ωB97M-V functional and the def2-TZVPD basis.

The total charge is -1. The calculation puts the highest occupied orbital energy at -4.341 eV. Its LUMO energy is 4.02 eV. Its SMILES is N[C@H](CC=O)C(=O)[O-]. Its HOMO-LUMO gap is 8.365 eV.

Each line ends with the Löwdin charge.
Positions of all 14 atoms, in Å:
1 O -1.951 2.200 -0.937  0.004
2 O -0.215 -0.350 1.809  -0.076
3 O 0.610 -2.233 0.897  -0.073
4 N 1.737 -0.710 -1.079  0.017
5 C 0.223 -1.055 0.872  -0.714
6 C 0.169 1.128 -0.639  -0.142
7 C -1.217 1.568 -0.213  -0.267
8 C 0.390 -0.393 -0.557  -0.327
9 H 2.381 -0.728 -0.302  0.062
10 H 1.701 -1.665 -1.401  0.051
11 H 0.320 1.472 -1.666  0.104
12 H -0.344 -0.885 -1.213  0.136
13 H 0.876 1.585 0.049  0.116
14 H -1.453 1.222 0.813  0.109

---

What is the stability order? It is D, B, C, A, from most stable to least stable.

---

--- A ---
A 2-piece molecular cluster, C3H2O overall. Source: the OMol25 dataset; level of theory: the ωB97M-V functional and the def2-TZVPD basis.

The total charge is 0. The calculation puts the highest occupied orbital energy at -10.740 eV. Its LUMO energy is 1.22 eV. Its HOMO-LUMO gap is 11.962 eV.

Each line ends with the Löwdin charge.
Positions of all 6 atoms, in Å:
1 O 0.729 2.546 -0.435  0.043
2 C -1.130 -0.876 0.044  -0.006
3 C 1.395 1.720 -0.127  -0.040
4 C -0.036 -1.380 0.194  -0.011
5 H -1.872 -0.159 0.113  -0.002
6 H 0.914 -1.852 0.211  0.015

---

--- B ---
One molecule with the formula C3H2O. Source: the OMol25 dataset; level of theory: the ωB97M-V functional and the def2-TZVPD basis.

The total charge is 0. The calculation puts the highest occupied orbital energy at -10.554 eV. Its LUMO energy is -0.49 eV. Its SMILES is C#CC=O. Its HOMO-LUMO gap is 10.066 eV.

Each line ends with the Löwdin charge.
Positions of all 6 atoms, in Å:
1 O 1.087 1.089 0.487  0.020
2 C -0.996 -0.900 -1.225  0.141
3 C 0.248 0.190 0.811  -0.256
4 C -0.419 -0.510 -0.199  -0.096
5 H 0.042 -0.079 1.817  0.100
6 H -1.730 -1.318 -2.032  0.091

---

What is the stability order? It is A, B, from most stable to least stable.

---

--- A ---
A 2-piece molecular cluster, C3H6O4S overall. Source: the OMol25 dataset; level of theory: the ωB97M-V functional and the def2-TZVPD basis.

The total charge is 0. The calculation puts the highest occupied orbital energy at -9.943 eV. Its LUMO energy is -1.80 eV. Its HOMO-LUMO gap is 8.144 eV.

Each line ends with the Löwdin charge.
Positions of all 14 atoms, in Å:
1 S 3.889 -2.737 1.209  0.928
2 O -1.978 -1.545 0.185  0.115
3 O 3.538 -1.300 1.109  -0.455
4 O 2.755 -3.650 1.397  -0.458
5 O 0.182 -1.887 -0.206  0.110
6 C -0.789 0.051 -1.041  -0.177
7 C 0.006 1.074 -0.157  -0.080
8 C -0.935 -1.225 -0.284  -0.639
9 H -0.255 -0.325 -1.857  0.090
10 H -0.701 1.161 0.680  0.077
11 H 0.031 2.091 -0.717  0.093
12 H 1.085 0.612 -0.098  0.107
13 H 0.124 -2.660 0.422  0.158
14 H -1.742 0.545 -1.324  0.130

---

--- B ---
One molecule with the formula C3H6O4S. Source: the OMol25 dataset; level of theory: the ωB97M-V functional and the def2-TZVPD basis.

The total charge is 0. The calculation puts the highest occupied orbital energy at -10.584 eV. Its LUMO energy is -0.98 eV. Its HOMO-LUMO gap is 9.602 eV.

Each line ends with the Löwdin charge.
Positions of all 14 atoms, in Å:
1 S 2.520 0.019 -0.044  0.541
2 O 0.754 -0.344 0.398  -0.020
3 O 2.528 1.320 0.497  -0.270
4 O 2.226 -0.113 -1.479  -0.286
5 O 3.347 -1.023 0.479  -0.245
6 C -1.771 -0.802 -0.026  -0.122
7 C 0.048 0.630 0.372  -0.209
8 C -1.271 0.550 -0.151  -0.203
9 H -1.758 -1.202 0.980  0.093
10 H -2.643 -1.091 -0.568  0.076
11 H 0.285 1.630 0.909  0.187
12 H -1.155 -1.623 -0.508  0.115
13 H -1.116 0.792 -1.245  0.182
14 H -1.993 1.257 0.386  0.161

---

What is the stability order? It is A, B, from most stable to least stable.